1.
{"formula": "C21H8Cl7F5InO7S", "method": "ωB97M-V/def2-TZVPD", "e_lumo_ev": 2.189, "de_lowest_ev": 0.051, "charge": -1, "homo_lumo_gap_ev": 8.47, "species": ["C", "C", "O", "C", "C", "O", "F", "H", "C", "H", "F", "H", "O", "H", "F", "C", "O", "C", "C", "C", "Cl", "C", "C", "Cl", "S", "Cl", "Cl", "H", "C", "H", "Cl", "C", "C", "H", "C", "C", "Cl", "O", "H", "F", "C", "C", "F", "Cl", "C", "In", "O", "C", "C", "O"], "positions_angstrom": [[0.0723, 4.1398, -5.1697], [1.2791, 3.5079, -4.5391], [2.4783, 0.1712, -0.3412], [-2.7113, -1.6601, 0.6609], [-3.0591, -3.0857, -1.2716], [-0.1192, 1.7937, -3.8072], [-1.2255, -3.4087, 0.1137], [-0.3827, 3.4726, -5.9037], [-0.1842, 3.9827, 2.8904], [2.1493, 0.8131, -2.6379], [-4.9170, -2.7333, -2.6791], [4.3451, 1.8599, -2.8317], [2.5370, -2.0194, -1.2399], [0.3412, 5.0726, -5.6642], [-2.6674, -4.1078, -2.0395], [-0.4046, 2.8036, 2.1841], [3.8741, -1.4896, 0.6312], [-4.6083, -1.3257, -0.8146], [2.5333, 4.0880, -4.6273], [3.4929, 2.3112, -3.3203], [5.1959, 4.2496, -4.1540], [-0.3270, 0.5571, -3.1716], [0.5296, 1.7761, 2.1424], [-1.3639, 5.2371, 2.9065], [-1.7740, -1.1959, 2.0801], [3.4124, 3.2941, 4.4889], [2.6509, -1.2415, -0.0522], [-1.3127, 0.2133, -3.4836], [-4.2033, -2.3852, -1.6033], [-0.6912, 4.3481, -4.4185], [1.3089, 5.5896, 4.4680], [3.6287, 3.4885, -4.0243], [-3.8658, -0.9767, 0.2994], [0.4027, -0.1954, -3.4857], [-0.3005, 0.6209, -1.6580], [1.1466, 2.3061, -3.8341], [2.8556, 0.6660, 2.9140], [-0.0770, 1.6612, -1.0421], [2.6599, 5.0175, -5.1675], [-4.2904, 0.0654, 1.0201], [-2.3294, -2.7203, -0.1560], [2.2419, 1.7144, -3.2247], [-5.7145, -0.6443, -1.1367], [-1.9109, 2.5983, 1.3511], [1.9501, 3.1124, 3.5972], [0.0273, 0.0468, 0.9374], [-0.4903, -0.5043, -1.0656], [1.6945, 1.9467, 2.8767], [1.0075, 4.1370, 3.5937], [1.5191, -1.5933, 0.8653]], "mulliken_charge": [-1.325, 0.927, -0.539, -0.073, 0.232, -0.470, -0.399, 0.296, -0.295, 0.282, -0.326, 0.480, -0.638, 0.384, -0.322, 0.715, -0.641, 0.246, -0.791, -1.010, -0.262, -0.872, -0.582, -0.203, -0.364, -0.199, 1.722, 0.415, 0.604, 0.286, -0.207, 0.235, 0.289, 0.412, 1.276, 0.587, -0.167, -0.613, 0.343, -0.374, 0.412, -0.256, -0.320, -0.139, -0.197, 0.770, -0.782, 0.553, 0.537, -0.637]}

---

2.
{"formula": "C24H64F3N5O8", "method": "ωB97M-V/def2-TZVPD", "e_lumo_ev": 0.605, "de_lowest_ev": 0.000, "charge": 0, "homo_lumo_gap_ev": 8.57, "species": ["H", "C", "H", "O", "H", "H", "C", "N", "H", "H", "C", "N", "H", "N", "H", "O", "H", "H", "H", "H", "H", "C", "H", "H", "F", "H", "O", "F", "C", "C", "H", "H", "H", "H", "H", "H", "H", "H", "H", "O", "H", "H", "H", "C", "H", "H", "H", "H", "H", "C", "C", "C", "F", "O", "H", "C", "H", "H", "H", "H", "H", "H", "C", "H", "H", "O", "N", "C", "H", "H", "C", "H", "C", "O", "H", "H", "H", "O", "C", "H", "H", "H", "C", "H", "H", "C", "H", "C", "C", "C", "H", "H", "H", "C", "C", "H", "H", "C", "N", "H", "H", "H", "H", "H"], "positions_angstrom": [[-3.3951, 2.0616, -0.7305], [2.2515, 2.2541, -3.1920], [-0.5533, 4.3607, 0.4308], [-4.8275, -1.9183, 2.7530], [2.4953, 1.6200, 1.0535], [3.9693, 1.8910, 1.9843], [3.0425, 2.7619, 6.6275], [-0.9342, -1.9820, -3.5914], [0.0646, 0.4952, 0.0453], [-1.6542, -1.7700, -4.2746], [2.9417, 2.2365, 1.8342], [-0.7930, -2.5105, -0.6547], [-3.0230, 1.4247, 3.6119], [-0.8543, 1.6592, 0.5570], [1.9775, -4.4763, -0.1855], [0.8530, 0.3379, -2.9040], [-0.5772, -4.4539, -3.0298], [2.9860, 3.2533, 1.4325], [-0.3638, -2.4683, -8.2126], [-2.3619, 6.7182, -1.5427], [-0.5045, -4.5732, -0.1734], [-4.2665, -0.9028, 3.5786], [-4.2558, -1.2530, 4.6164], [-0.3111, 2.2524, 1.1926], [1.6657, 2.9586, -2.2057], [2.1201, 1.0712, 3.3865], [-1.1438, -2.5495, -6.2924], [1.7852, 2.7015, -4.3578], [-2.4525, 2.0254, -1.2889], [4.2147, -0.2571, -2.4123], [1.4421, -1.1445, 3.3629], [3.0387, 3.8658, 4.0859], [2.5230, 0.3619, -4.0495], [-1.3234, -4.5009, -4.5881], [-2.2699, 3.9937, 0.8183], [-2.2325, -1.4819, 3.3527], [4.7518, 0.4206, -3.0754], [-2.2585, 1.0259, -1.6735], [-2.6568, 2.6611, -2.1547], [0.6032, -0.2710, -0.4038], [4.0395, -1.2366, -2.8766], [0.4373, 2.8071, 3.9181], [1.1896, -3.8971, -1.6787], [2.9659, 2.7902, 4.3001], [0.9206, 0.0242, -1.3292], [-2.9259, 6.2491, 0.0589], [0.8005, -3.2623, -6.2133], [-1.3625, 0.8981, 3.2998], [-1.0599, -0.9619, -7.7051], [2.0899, 0.7294, -3.0886], [-1.2775, 2.5978, -0.5204], [1.0508, -2.1456, 3.1868], [3.5747, 2.5923, -3.1259], [0.6047, -2.2221, 1.8688], [-2.1612, 0.4653, 4.8334], [1.3442, -3.7045, -0.6151], [-2.1240, -2.3533, -8.0572], [-3.3913, -1.1994, 1.2130], [1.8537, -2.8671, 3.4043], [2.4588, 2.7561, 7.5471], [4.5727, -1.3174, -0.5692], [1.0734, 3.7663, 2.7818], [2.1927, 2.1380, 3.1584], [1.0445, -2.7285, -3.7834], [-4.9125, -0.0218, 3.4743], [-1.9365, 4.8149, -1.0373], [0.8722, 2.7911, 2.9964], [-1.1824, -2.0491, -7.6046], [0.3692, -4.9917, -4.4900], [3.5136, 3.7574, 6.6088], [0.0079, -3.4638, 1.5350], [0.5932, -1.5301, -5.9322], [4.9838, -0.4659, -1.1157], [2.2576, 2.5404, 5.4971], [-0.9994, -3.5628, 1.9657], [0.0649, -1.1463, -0.5018], [-0.4889, 2.7560, -1.2664], [2.9460, 0.2480, -2.0396], [-2.0873, 6.1664, -0.6495], [3.9602, 2.3311, 4.3814], [0.2858, -2.3478, 3.9475], [6.0306, -0.6925, -1.3177], [-2.3077, 0.6125, 3.7628], [-1.8976, -0.6155, 1.3640], [-1.7867, -2.6322, -0.4622], [-0.3731, -4.2984, -4.0911], [-0.7862, -2.6776, -1.6785], [-1.5100, 4.0065, 0.0173], [0.1385, -2.5117, -5.7490], [-6.0901, -2.3224, 3.2063], [3.8527, 2.0292, 6.7318], [4.8366, 0.4156, -0.4937], [-6.5120, -3.0359, 2.4928], [-0.0485, -3.5864, 0.0192], [-2.8691, -0.6348, 3.0830], [-6.7988, -1.4846, 3.2233], [-6.0570, -2.8522, 4.1651], [0.0696, -2.8350, -4.2594], [-2.8681, -0.4273, 1.6197], [1.8660, -2.7450, -0.5416], [-1.1901, 6.5353, -0.1454], [-1.7362, 1.4586, 1.0368], [0.6506, -4.2745, 1.9010], [-0.4851, -1.0753, -3.3924]], "mulliken_charge": [0.359, 0.682, 0.434, -0.287, 0.180, 0.461, -0.814, -0.600, 0.292, 0.355, -1.519, -0.438, 0.386, 0.184, 0.519, -0.949, 0.298, 0.376, 0.320, 0.257, 0.406, -0.906, 0.407, -0.153, -0.203, -0.501, -0.350, -0.298, -1.729, -0.334, -0.183, 0.332, 0.292, 0.369, 0.450, -0.020, 0.377, 0.284, 0.484, 0.825, 0.294, 0.280, 0.168, -0.814, 0.020, 0.309, 0.374, -0.001, 0.301, -0.162, 0.963, -0.556, -0.323, 0.063, 0.500, -1.306, 0.256, 0.387, 0.310, 0.252, 0.229, 0.297, 1.077, 0.155, 0.418, -0.316, -0.527, -0.809, 0.372, 0.313, -0.943, 0.473, -1.144, -0.255, 0.327, 0.162, -0.323, -0.274, -0.776, 0.401, 0.356, 0.392, -1.396, -0.165, 0.330, -1.520, -0.145, -0.813, -0.932, -0.801, 0.309, 0.207, 0.249, 0.272, 1.101, 0.312, 0.307, 0.837, -0.489, 0.228, 0.300, 0.086, 0.549, 0.210]}

---

3.
{"formula": "C5H10N", "method": "ωB97M-V/def2-TZVPD", "e_lumo_ev": -4.992, "de_lowest_ev": 4.041, "charge": 1, "homo_lumo_gap_ev": 8.39, "species": ["H", "H", "H", "H", "C", "H", "H", "C", "H", "C", "H", "C", "H", "H", "N", "C"], "positions_angstrom": [[0.8361, 0.5580, 1.3985], [-1.2790, -1.1330, 0.6206], [0.1949, -1.2229, -0.1428], [2.5561, 0.2681, -1.3532], [-2.8208, 0.4581, 0.4237], [1.4744, -0.8640, -2.2930], [2.0024, -0.7106, 1.4991], [1.6346, 0.0349, 0.8490], [-3.8466, 0.4690, 0.5968], [-1.6781, 1.0999, 0.3181], [-1.1424, 2.0923, 0.4182], [-1.6394, -0.3461, -0.0368], [2.3524, 0.8675, 0.5244], [-1.4917, -0.4975, -1.0878], [1.1233, -0.6428, -0.3199], [1.7239, -0.4308, -1.4151]], "mulliken_charge": [0.274, 0.342, 0.239, 0.217, -0.499, 0.333, 0.339, -0.793, 0.414, -0.042, 0.338, -0.734, 0.350, 0.267, 0.043, -0.087]}

---

4.
{"formula": "C4H3Br", "method": "ωB97M-V/def2-TZVPD", "e_lumo_ev": -1.364, "de_lowest_ev": 5.475, "charge": 0, "homo_lumo_gap_ev": 6.92, "species": ["C", "H", "C", "Br", "H", "C", "H", "C"], "positions_angstrom": [[0.9957, 0.9529, 0.9447], [0.6782, -0.5180, -1.3557], [-0.1618, 0.4845, 1.1204], [-1.4748, -1.9447, -0.9219], [-0.8905, 0.3208, -1.2784], [2.2760, 0.7240, 0.8571], [-1.1013, 0.4548, 1.6477], [-0.3215, -0.4742, -1.0138]], "mulliken_charge": [0.208, 0.434, -0.324, -0.075, 0.414, -0.287, 0.368, -0.738]}

---

5.
{"formula": "C4H10OS", "method": "ωB97M-V/def2-TZVPD", "e_lumo_ev": [3.019, 2.959], "multiplicity": 2, "de_lowest_ev": 1.611, "charge": -1, "homo_lumo_gap_ev": [2.07, 7.43], "species": ["H", "C", "H", "H", "C", "C", "H", "S", "H", "C", "H", "H", "H", "H", "H", "O"], "positions_angstrom": [[0.6103, -0.1272, 1.7001], [-2.6636, -1.1811, 2.1955], [3.0576, 2.7294, -2.7214], [2.8085, 1.7467, -1.1641], [0.0595, -1.0375, 1.6240], [2.5683, 1.9018, -2.2137], [-0.5624, -1.0763, 0.7355], [-1.0779, -0.8782, 3.0500], [-2.6785, -2.2329, 1.9112], [1.5571, 1.1708, -2.7171], [-0.2857, 0.8247, -2.4951], [-3.5019, -0.9023, 2.8152], [1.4462, 0.7668, -3.7241], [-2.5965, -0.5871, 1.2838], [0.7402, -1.8848, 1.6258], [0.5185, 0.7673, -1.9055]], "lowdin_spin": [0.006, 0.030, 0.012, 0.007, 0.035, 0.064, 0.016, 0.041, 0.004, 0.271, 0.161, 0.003, 0.064, 0.019, 0.005, 0.261]}